C10H20N2O4 in the gas phase in a non-equilibrium geometry, computed with wB97M-V/def2-TZVPD.

Calculated values
E_tot: -803.51824 hartree
HOMO-LUMO gap: 9.345 eV
energy above the lowest of the compared OMol25 structures with the same formula, charge and spin: 1.580 eV

```
36
Properties=species:S:1:pos:R:3:nbo_charge:R:1
C -2.333 -1.997 0.699 -0.607
C -3.031 -0.665 0.446 -0.213
C -4.377 -0.828 -0.354 -0.599
C -2.121 0.298 -0.333 -0.399
C -0.891 0.857 0.408 -0.139
N -1.431 1.591 1.570 -0.820
C -0.094 1.760 -0.541 0.677
O -0.640 2.774 -0.912 -0.623
N 1.125 1.406 -1.006 -0.615
C 1.894 0.161 -0.807 -0.193
C 1.184 -1.151 -0.821 0.775
O 0.017 -1.317 -1.212 -0.572
O 1.876 -2.221 -0.322 -0.679
C 2.854 0.316 0.391 0.101
C 2.157 0.175 1.800 -0.658
O 3.900 -0.652 0.187 -0.737
H -2.292 -2.546 -0.223 0.205
H -1.258 -1.815 0.934 0.202
H -2.856 -2.658 1.400 0.205
H -3.286 -0.252 1.442 0.210
H -4.669 0.192 -0.673 0.204
H -4.211 -1.460 -1.244 0.199
H -5.128 -1.296 0.240 0.205
H -1.790 -0.155 -1.249 0.236
H -2.718 1.204 -0.572 0.210
H -0.226 0.130 0.848 0.187
H -1.880 2.434 1.270 0.370
H -0.649 1.871 2.212 0.344
H 1.481 2.094 -1.644 0.413
H 2.556 0.093 -1.726 0.259
H 2.777 -1.962 -0.083 0.503
H 3.326 1.353 0.354 0.190
H 2.879 -0.081 2.582 0.219
H 1.461 -0.637 1.755 0.220
H 1.556 1.044 2.152 0.232
H 4.395 -0.753 1.006 0.489
```



C10H20N2O4 in the gas phase in a non-equilibrium geometry, computed with wB97M-V/def2-TZVPD.

Calculated values
E_tot: -803.53757 hartree
HOMO-LUMO gap: 9.710 eV
energy above the lowest of the compared OMol25 structures with the same formula, charge and spin: 1.054 eV

```
36
Properties=species:S:1:pos:R:3:nbo_charge:R:1
C -2.835 2.210 -0.932 -0.608
C -1.852 1.048 -0.740 -0.404
C -2.170 0.164 0.510 -0.220
C -2.043 1.016 1.786 -0.621
C -1.394 -1.168 0.664 -0.141
N 0.034 -0.995 0.801 -0.614
C 0.946 -0.679 -0.147 0.676
O 0.706 -0.545 -1.355 -0.624
C 2.356 -0.618 0.369 -0.174
N 2.869 -1.932 0.576 -0.820
C 3.284 0.058 -0.620 0.100
C 3.005 1.548 -0.691 -0.619
O 4.625 -0.029 -0.183 -0.725
C -1.759 -2.190 -0.419 0.797
O -1.124 -3.205 -0.662 -0.588
O -2.938 -1.967 -1.026 -0.686
H -3.798 1.831 -1.291 0.203
H -3.032 2.795 -0.050 0.197
H -2.510 2.929 -1.681 0.217
H -0.812 1.400 -0.638 0.201
H -1.828 0.493 -1.679 0.227
H -3.238 -0.138 0.389 0.222
H -2.706 1.899 1.750 0.224
H -1.038 1.395 1.983 0.202
H -2.330 0.456 2.695 0.205
H -1.745 -1.620 1.612 0.236
H 0.323 -0.762 1.757 0.397
H 2.368 -0.097 1.322 0.189
H 2.718 -2.533 -0.206 0.370
H 2.392 -2.359 1.349 0.363
H 3.043 -0.456 -1.611 0.181
H 3.278 1.941 0.299 0.208
H 1.918 1.710 -0.818 0.211
H 3.579 1.970 -1.520 0.225
H 4.821 -0.914 0.087 0.484
H -3.112 -2.656 -1.681 0.507
```



C10H20N2O4S2 in the gas phase, computed with wB97M-V/def2-TZVPD.

Calculated values
E_tot: -1599.88393 hartree
HOMO-LUMO gap: 8.732 eV
energy above the lowest of the compared OMol25 structures with the same formula, charge and spin: 0.000 eV

```
38
Properties=species:S:1:pos:R:3:nbo_charge:R:1
C 0.749 3.040 0.466 -0.629
C 1.299 1.685 0.021 0.152
N 0.389 0.596 0.356 -0.675
C -0.864 0.412 -0.147 0.342
S -1.634 1.580 -1.052 -0.311
N -1.496 -0.743 0.143 -0.425
C -2.853 -0.949 -0.319 -0.243
C -3.879 -0.414 0.681 -0.072
O -3.876 -1.245 1.826 -0.739
C -0.929 -1.844 0.896 -0.252
C -0.350 -2.927 -0.038 -0.066
O 0.628 -2.433 -0.912 -0.750
C 1.641 1.656 -1.486 -0.449
C 2.318 0.332 -1.784 -0.657
S 3.230 -0.031 -0.243 2.150
O 4.649 0.027 -0.432 -0.922
O 2.711 -1.237 0.380 -0.994
C 2.613 1.381 0.729 -0.658
H 1.488 3.816 0.288 0.207
H 0.512 3.012 1.526 0.215
H -0.154 3.278 -0.087 0.261
H 0.878 -0.244 0.634 0.418
H -2.987 -0.432 -1.272 0.253
H -3.018 -2.017 -0.458 0.205
H -3.617 0.618 0.948 0.182
H -4.869 -0.415 0.207 0.165
H -4.510 -0.903 2.463 0.475
H -1.731 -2.278 1.497 0.241
H -0.157 -1.491 1.583 0.199
H 0.041 -3.747 0.578 0.169
H -1.143 -3.322 -0.678 0.177
H 1.430 -2.209 -0.405 0.496
H 2.304 2.491 -1.714 0.216
H 0.722 1.777 -2.062 0.272
H 3.037 0.381 -2.593 0.258
H 1.612 -0.478 -1.952 0.272
H 3.324 2.196 0.647 0.257
H 2.492 1.079 1.764 0.258
```



2 unconnected molecules or ions with the total composition C10H20N3O2PS in a non-equilibrium geometry, computed with wB97M-V/def2-TZVPD.

Calculated values
E_tot: -1447.10045 hartree
HOMO-LUMO gap: 2.579 eV

```
37
Properties=species:S:1:pos:R:3:nbo_charge:R:1
C 1.822 -1.372 2.015 -0.645
C 2.385 -0.856 0.691 -0.226
N 1.386 -0.817 -0.414 -0.642
C 0.172 -0.275 -0.015 0.399
C -0.978 -1.093 -0.011 -0.095
C -2.190 -0.586 0.387 -0.376
P -3.593 -1.744 0.407 0.851
S -3.323 -3.187 1.669 -0.503
C -2.234 0.756 0.764 0.246
C -3.459 1.511 1.228 -0.103
O -3.148 2.567 2.090 -0.523
C -3.132 3.868 1.515 -0.256
N -1.097 1.427 0.732 -0.229
N 0.099 0.994 0.361 -0.174
H 2.618 -1.861 2.576 0.236
H 1.023 -2.108 1.885 0.196
H 1.449 -0.561 2.648 0.190
H 2.762 0.158 0.843 0.187
H 3.193 -1.480 0.322 0.295
H 1.790 -0.197 -1.120 0.425
H -0.869 -2.129 -0.305 0.273
H -4.728 -0.973 0.680 -0.024
H -3.699 -2.181 -0.919 -0.002
H -3.992 1.870 0.337 0.207
H -4.131 0.814 1.733 0.220
H -2.152 4.141 1.108 0.162
H -3.365 4.578 2.306 0.218
H -3.881 3.972 0.727 0.184
H -1.110 2.390 1.046 0.432
C 3.520 -1.251 -3.634 -0.630
C 4.577 -0.657 -2.678 -0.013
O 4.341 -0.911 -1.374 -0.959
H 2.528 -0.841 -3.411 0.157
H 3.750 -1.021 -4.684 0.175
H 3.479 -2.338 -3.526 0.188
H 4.625 0.435 -2.934 0.072
H 5.562 -1.041 -3.047 0.087
```



A molecular structure, C10H20N3S in a non-equilibrium geometry, computed with wB97M-V/def2-TZVPD.

Calculated values
E_tot: -955.14466 hartree
charge: +1
HOMO-LUMO gap: 10.424 eV
energy above the lowest of the compared OMol25 structures with the same formula, charge and spin: 3.565 eV

```
34
Properties=species:S:1:pos:R:3:nbo_charge:R:1
C -1.825 0.835 -0.230 0.100
C 0.114 0.251 -0.934 0.566
C -4.966 -0.327 1.499 -0.606
C 3.076 1.643 1.828 -0.596
C 2.070 -0.996 -2.259 -0.383
C 1.224 -1.959 -0.252 -0.424
C -3.140 0.783 0.518 -0.458
C -3.783 -0.559 0.574 -0.389
C 2.034 0.737 0.996 -0.400
C 2.584 0.023 -0.207 -0.243
N -0.810 -0.017 0.030 -0.519
N -0.026 1.185 -1.862 -0.665
N 1.591 -0.751 -0.909 -0.210
S -1.549 1.682 -1.732 0.743
H -5.796 0.122 0.937 0.220
H -5.203 -1.269 2.064 0.231
H -4.631 0.401 2.250 0.203
H 3.741 2.054 1.058 0.219
H 2.425 2.253 2.467 0.237
H 3.485 0.868 2.438 0.215
H 2.908 -1.613 -2.218 0.226
H 1.323 -1.427 -2.786 0.221
H 2.305 -0.127 -2.709 0.230
H 2.071 -2.653 -0.181 0.236
H 1.025 -1.757 0.875 0.249
H 0.403 -2.394 -0.633 0.233
H -2.848 0.982 1.550 0.241
H -3.774 1.595 0.206 0.230
H -3.943 -1.123 -0.337 0.225
H -2.927 -1.074 1.184 0.201
H 1.335 1.426 0.627 0.193
H 1.368 0.066 1.657 0.213
H 3.109 0.827 -0.829 0.240
H 3.306 -0.606 0.169 0.221
```



A gas-phase ion, C10H20N4O (charge +2) in a non-equilibrium geometry, computed with wB97M-V/def2-TZVPD.

Calculated values
2S+1: 3
E_tot: -686.46963 hartree
charge: +2
HOMO-LUMO gap (spin up / spin down): 7.429 / 5.682 eV
energy above the lowest of the compared OMol25 structures with the same formula, charge and spin: 0.000 eV

```
35
Properties=species:S:1:pos:R:3:nbo_charge:R:1
C -5.179 0.720 0.207 0.102
C -1.966 0.107 0.708 -0.121
C -2.899 0.226 -0.463 0.422
C 1.229 -0.125 -0.432 0.672
C 2.300 3.438 0.366 -0.598
C 1.900 -3.205 -0.916 -0.457
C 2.195 0.972 -0.102 -0.536
C 1.337 2.238 0.186 -0.382
C 0.048 -0.940 1.441 -0.277
C 1.258 -1.333 0.554 -0.161
N -1.014 -0.709 0.546 -0.222
N -4.026 0.877 -0.231 -0.369
N -2.378 -0.162 -1.650 -0.724
N 0.846 -2.539 -0.190 -0.527
O 0.512 -0.126 -1.432 -0.535
H -5.947 1.490 0.210 0.245
H -5.342 -0.332 0.444 0.195
H -2.269 0.802 1.570 0.303
H 2.686 3.249 1.368 0.211
H 3.240 3.440 -0.339 0.224
H 1.804 4.349 0.326 0.237
H 2.854 -3.547 -0.423 0.282
H 1.481 -4.086 -1.344 0.253
H 2.256 -2.433 -1.729 0.244
H 2.760 1.172 -0.980 0.283
H 2.774 0.756 0.769 0.233
H 0.512 2.495 -0.580 0.228
H 0.780 2.121 1.113 0.190
H -0.305 -1.677 2.122 0.250
H 0.233 -0.030 2.059 0.268
H 2.224 -1.284 0.974 0.275
H -1.449 -0.359 -1.621 0.419
H -2.973 0.018 -2.431 0.437
H -0.031 -2.176 -0.580 0.468
H 0.549 -3.411 0.478 0.468
```